Entry 1:
43
Properties=species:S:1:pos:R:3 method="wB97M-V/def2-TZVPD" lumo_ha="-0.2223 / -0.4321" spin_multiplicity=2 charge=+2
K 0.097 -2.107 0.700
C -1.061 3.315 -2.551
O -0.468 2.065 -2.398
C 0.887 2.129 -1.923
C 1.293 0.801 -1.094
N 0.848 0.755 0.290
C 1.409 1.687 1.250
C 2.855 1.293 1.608
O 3.337 2.379 2.337
C 3.050 2.490 3.693
H -0.712 3.587 -3.547
H -0.715 4.063 -1.838
H -2.145 3.239 -2.457
H 1.100 3.046 -1.374
H 1.599 2.194 -2.745
H 2.331 0.522 -1.276
H 0.889 -0.109 -1.538
H -0.057 1.203 0.335
H 0.722 1.751 2.094
H 1.373 2.660 0.761
H 3.486 1.237 0.721
H 2.858 0.354 2.162
H 3.735 3.194 4.164
H 3.088 1.620 4.348
H 2.074 2.954 3.836
C 0.466 -3.492 -2.654
O -0.685 -3.406 -1.790
H 0.661 -2.553 -3.173
H 1.448 -3.672 -2.217
H 0.124 -4.334 -3.257
H -1.390 -3.355 -2.440
C -3.327 -3.776 2.994
O -2.047 -3.406 2.493
H -2.949 -4.117 3.958
H -4.128 -3.048 2.865
H -3.544 -4.717 2.488
H -1.649 -2.632 2.899
C -2.470 -0.685 -1.631
O -1.951 -0.881 -0.358
H -1.611 -0.511 -2.279
H -3.127 -1.493 -1.952
H -3.123 0.183 -1.721
H -2.573 -0.427 0.215

---

Entry 2:
63
Properties=species:S:1:pos:R:3 method="wB97M-V/def2-TZVPD" lumo_ha="-0.0506 / -0.0507" spin_multiplicity=1 de_lowest_kcal_mol=31.2
Rh -0.282 0.218 1.242
F 5.504 -1.590 3.586
C 4.187 -1.452 3.702
F 3.917 -0.189 4.030
F 3.751 -2.246 4.683
S 3.376 -1.875 2.068
O 2.980 -0.580 1.550
O 4.350 -2.634 1.359
N 2.152 -2.798 2.441
S 0.772 -2.249 2.889
O 0.785 -0.845 3.285
O -0.299 -2.624 2.009
C 0.403 -3.206 4.417
F 0.285 -4.496 4.115
F -0.762 -2.765 4.912
F 1.346 -3.052 5.338
Se 0.342 -0.716 -0.850
C -1.203 -1.757 -1.256
C -1.319 -3.045 -0.738
C -2.439 -3.810 -1.034
C -3.442 -3.293 -1.844
C -3.321 -2.012 -2.371
C -2.202 -1.245 -2.083
H -0.547 -3.428 -0.085
H -2.530 -4.809 -0.627
H -4.315 -3.892 -2.072
H -4.096 -1.613 -3.012
H -2.098 -0.246 -2.484
I -1.474 1.623 3.889
C -2.824 0.406 2.847
C -4.169 0.449 3.165
C -5.016 -0.417 2.492
C -4.487 -1.300 1.566
C -3.129 -1.270 1.315
N -2.310 -0.409 1.934
H -4.533 1.134 3.915
H -6.077 -0.408 2.704
H -5.109 -2.005 1.035
H -2.662 -1.953 0.622
S 2.123 5.759 -1.675
C 1.042 4.536 -1.485
S 0.081 4.286 -0.046
C -0.540 2.789 -0.710
N -0.126 2.548 -1.897
N 0.734 3.510 -2.334
C 1.356 3.261 -3.602
C 1.464 4.271 -4.543
C 2.059 3.987 -5.763
C 2.532 2.710 -6.032
C 2.408 1.708 -5.080
C 1.819 1.979 -3.855
S -1.587 1.739 0.192
H 1.094 5.261 -4.323
H 2.149 4.769 -6.505
H 2.996 2.496 -6.986
H 2.772 0.711 -5.288
H 1.701 1.210 -3.102
N 2.200 1.389 -0.050
N 1.452 1.280 1.170
H 3.068 0.876 0.083
H 2.411 2.366 -0.220
H 1.266 2.203 1.554
H 2.022 0.754 1.845

---

Entry 3:
18
Properties=species:S:1:pos:R:3 method="wB97M-V/def2-TZVPD" lumo_ha=0.0227 spin_multiplicity=1 de_lowest_kcal_mol=48.8
O -2.547 0.424 0.314
C -1.999 -0.644 0.805
O -2.467 -1.755 0.855
C -0.528 -0.568 1.338
C 0.403 -1.176 0.287
C 0.546 -0.243 -0.909
S 1.404 1.357 -0.959
C 3.075 0.990 -0.441
H -2.402 -0.206 -0.487
H -0.600 -1.033 2.318
H -0.460 0.513 1.504
H 1.382 -1.437 0.687
H -0.109 -2.075 -0.059
H -0.437 0.207 -1.110
H 0.736 -0.788 -1.835
H 3.135 0.322 0.415
H 3.545 1.932 -0.150
H 3.743 0.640 -1.230